# C38H54BCoIN3P2S

C38H54BCoIN3P2S as an isolated structure at a distorted geometry (the ωB97M-V functional and the def2-TZVPD basis, the OMol25 dataset).

Atoms and positions in Å:
Co 0.436 1.043 0.695
C -4.428 -1.366 -0.884
C -4.544 -1.710 0.611
C -5.663 -0.864 1.218
C -4.931 -3.185 0.738
P -2.868 -1.097 1.349
C -1.829 -2.475 0.639
N -0.408 -2.270 0.638
B 0.410 -1.053 0.552
N 1.758 -1.619 0.437
C 3.018 -0.941 0.366
P 2.767 0.916 0.485
C 3.461 1.425 -1.243
C 2.530 0.710 -2.228
C 4.905 1.134 -1.652
C 3.225 2.933 -1.341
C 4.177 1.234 1.784
C 3.656 0.613 3.087
C 4.299 2.741 2.014
C 5.566 0.667 1.464
C 1.736 -2.976 0.518
C 2.760 -3.908 0.522
C 2.434 -5.257 0.633
C 1.116 -5.663 0.738
C 0.082 -4.733 0.740
C 0.383 -3.385 0.638
C -2.788 -1.552 3.207
C -1.298 -1.592 3.557
C -3.411 -0.364 3.940
C -3.434 -2.857 3.672
H -5.408 -1.168 -1.321
H -3.973 -2.181 -1.448
H -3.818 -0.475 -1.027
H -6.612 -1.070 0.715
H -5.437 0.195 1.107
H -5.789 -1.092 2.276
H -5.716 -3.411 0.012
H -5.326 -3.408 1.726
H -4.096 -3.852 0.542
H -2.180 -2.613 -0.395
H -2.053 -3.394 1.195
H 3.546 -1.190 -0.569
H 3.648 -1.289 1.198
H 2.820 -0.329 -2.378
H 2.544 1.199 -3.203
H 1.510 0.723 -1.835
H 5.184 0.093 -1.496
H 5.605 1.774 -1.120
H 5.009 1.347 -2.720
H 2.207 3.158 -1.029
H 3.364 3.289 -2.365
H 3.906 3.479 -0.691
H 2.637 0.947 3.269
H 4.271 0.926 3.934
H 3.654 -0.476 3.060
H 3.318 3.169 2.202
H 4.739 3.236 1.150
H 4.935 2.942 2.880
H 5.514 -0.298 0.966
H 6.138 0.536 2.388
H 6.129 1.346 0.828
H 3.797 -3.608 0.437
H 3.226 -5.997 0.630
H 0.880 -6.721 0.802
H -0.935 -5.090 0.836
H -0.780 -0.773 3.060
H -0.830 -2.525 3.244
H -1.160 -1.484 4.635
H -2.815 0.525 3.752
H -3.443 -0.539 5.018
H -4.423 -0.167 3.596
H -3.104 -3.698 3.066
H -4.520 -2.812 3.645
H -3.139 -3.058 4.704
I 0.192 2.236 3.019
S -4.586 2.529 0.630
C -2.901 2.073 0.910
N -2.221 1.945 -0.264
C -3.041 1.854 -1.343
C -2.688 1.460 -2.648
C -3.643 1.498 -3.642
C -4.949 1.900 -3.380
C -5.331 2.240 -2.076
C -4.385 2.196 -1.082
H -2.425 2.506 1.769
H -1.680 1.125 -2.844
H -3.372 1.217 -4.656
H -5.678 1.953 -4.178
H -6.345 2.540 -1.853
C -0.811 2.074 -0.489
C -0.652 3.244 -1.313
C -1.424 4.412 -1.066
C -1.313 5.537 -1.842
C -0.460 5.568 -2.944
C 0.270 4.425 -3.242
C 0.198 3.309 -2.442
H -2.102 4.429 -0.221
H -1.900 6.417 -1.598
H -0.397 6.445 -3.581
H 0.891 4.415 -4.134
H 0.724 2.421 -2.740

- Relative energy (zero: lowest compared OMol25 entry of this formula, charge and spin): 0.234 eV
- Largest force on an atom: 1.4 eV Å⁻¹
- Net charge: -2
- Kohn-Sham gap (spin up / spin down): 3.904 / 4.627 eV
- HOMO energy (spin up / spin down): 0.4837 / -0.2577 eV
- LUMO energy (spin up / spin down): 0.16126 / 0.16056 hartree
- Multiplicity: 5

# C4H4BrClN2

A 2-piece molecular cluster, C4H4BrClN2 overall at a distorted geometry (the ωB97M-V functional and the def2-TZVPD basis, the OMol25 dataset).

Atoms and positions in Å:
C -1.955 0.165 -0.702
N -1.519 -1.015 -0.727
C -0.326 -1.250 -0.090
C 0.728 -0.624 -0.623
Br 2.525 -1.112 -0.006
H -1.566 0.836 0.055
H -2.853 0.316 -1.224
H -0.064 -1.898 0.772
H 0.902 -0.272 -1.561
N 0.362 1.525 0.607
C 1.254 1.648 1.279
Cl 2.512 1.682 2.218

- Relative energy (zero: lowest compared OMol25 entry of this formula, charge and spin): 2.884 eV
- Largest force on an atom: 4.0 eV Å⁻¹
- Net charge: 0
- Kohn-Sham gap: 9.007 eV
- HOMO energy: -8.5027 eV
- LUMO energy: 0.01853 hartree

# C3H4N5

A 2-piece molecular cluster, C3H4N5 overall at a distorted geometry (the ωB97M-V functional and the def2-TZVPD basis, the OMol25 dataset).

Atoms and positions in Å:
C 0.454 2.398 0.297
C 0.357 1.164 -0.390
C 0.061 -0.025 0.486
N -3.348 -0.073 0.750
N 0.560 3.385 0.882
N -2.489 1.076 -1.062
N -2.932 0.507 -0.161
N 0.646 1.152 -1.635
H -0.094 -0.902 -0.139
H -0.843 0.141 1.075
H 0.893 -0.205 1.174
H 0.514 0.234 -2.055

- Relative energy (zero: lowest compared OMol25 entry of this formula, charge and spin): 1.343 eV
- Largest force on an atom: 2.5 eV Å⁻¹
- Net charge: -1
- Kohn-Sham gap: 6.822 eV
- HOMO energy: -3.0600 eV
- LUMO energy: 0.13823 hartree

# C4H3Br

A 2-piece molecular cluster, C4H3Br overall at a distorted geometry (the ωB97M-V functional and the def2-TZVPD basis, the OMol25 dataset).

Atoms and positions in Å:
C 0.659 1.793 0.553
C 0.829 0.644 0.248
C 0.887 -0.669 -0.230
C 0.930 -1.855 -0.490
H 0.715 2.762 0.853
H 0.775 -2.811 -0.704
Br -2.477 0.120 0.563
H -2.318 0.017 -0.794

- Relative energy (zero: lowest compared OMol25 entry of this formula, charge and spin): 1.196 eV
- Largest force on an atom: 5.0 eV Å⁻¹
- Net charge: 0
- Kohn-Sham gap: 10.607 eV
- HOMO energy: -9.7927 eV
- LUMO energy: 0.02992 hartree